[1]
Computed, not measured: 2 unconnected molecules or ions with the total composition C27H48NO9PS, with wB97M-V/def2-TZVPD.

```
87
Properties=species:S:1:pos:R:3:forces:R:3
C -6.58129 -7.16594 -3.30817 0.04 0.01 -0.06
C -7.06350 -5.74278 -3.59350 0.01 -0.03 0.09
C -7.62242 -4.91715 -2.40326 0.06 -0.02 0.01
C -7.89795 -5.66498 -1.09559 -0.05 0.10 0.06
C -6.64900 -5.92327 -0.23771 0.05 0.01 -0.10
C -6.29390 -4.76805 0.71929 0.20 -0.08 -0.10
C -5.12713 -3.88860 0.23283 -0.06 0.06 -0.02
C -3.79491 -4.24893 0.89104 -0.05 0.14 -0.06
C -2.57120 -3.59345 0.22733 0.00 -0.01 0.24
C -1.97493 -2.43004 1.02399 0.06 -0.07 -0.15
C -0.56778 -2.06177 0.55419 -0.20 0.14 0.08
C -0.03945 -0.74483 1.15008 0.20 -0.16 -0.05
C 0.72846 0.14053 0.15080 0.03 -0.07 0.08
C 1.98588 0.76394 0.76762 -0.02 -0.01 -0.03
C 2.47153 2.05381 0.08005 0.06 -0.10 0.15
C 3.77563 1.84827 -0.66235 -0.20 -0.09 -0.13
O 3.67805 0.81454 -1.69159 -0.07 0.03 0.09
S 2.97758 1.42322 -2.98194 -0.08 -0.03 0.02
O 3.58653 0.85755 -4.12927 -0.04 0.04 0.04
O 1.56106 1.40613 -2.84776 0.07 -0.01 -0.06
O 3.47723 2.91610 -2.74276 0.16 0.07 -0.05
C 4.26946 3.03839 -1.50285 0.06 -0.12 -0.13
O 3.92718 4.19633 -0.86937 0.13 0.02 0.11
C 4.15499 5.44389 -1.54910 -0.06 -0.01 -0.04
C 2.95935 6.35629 -1.28174 -0.04 0.08 -0.02
C 2.16631 6.77564 -2.52242 -0.05 0.13 0.01
C 2.99251 7.42749 -3.63302 -0.05 0.00 -0.04
P 6.16160 2.70300 -1.85984 -0.26 0.10 0.17
O 6.11409 2.32533 -3.43361 0.44 -0.05 0.11
O 6.77619 4.21823 -1.81299 0.22 -0.13 -0.10
H -7.32188 -7.75570 -2.76797 0.00 0.01 0.01
H -6.38374 -7.68188 -4.24942 0.01 0.01 0.00
H -5.65402 -7.18168 -2.73559 -0.03 -0.01 0.04
H -6.23229 -5.19337 -4.04042 -0.06 0.03 -0.07
H -7.83434 -5.79913 -4.36492 0.00 -0.01 0.00
H -6.93588 -4.09609 -2.18020 -0.02 0.01 0.01
H -8.55106 -4.44329 -2.72874 0.02 0.02 -0.01
H -8.58892 -5.05469 -0.50578 -0.02 -0.06 0.02
H -8.43231 -6.59792 -1.28842 0.05 -0.01 -0.08
H -5.79280 -6.08440 -0.89810 0.01 -0.11 0.04
H -6.77366 -6.85509 0.31799 -0.07 0.05 0.06
H -7.17759 -4.15047 0.89134 -0.04 -0.06 0.05
H -6.00643 -5.19741 1.68270 -0.10 0.12 0.08
H -5.01815 -3.98795 -0.85160 -0.05 0.00 0.00
H -5.34712 -2.83304 0.41838 0.06 0.01 0.00
H -3.84093 -3.93359 1.93840 0.00 -0.14 0.04
H -3.68923 -5.33762 0.90121 0.01 0.00 -0.06
H -2.85406 -3.22606 -0.76328 0.12 -0.10 -0.07
H -1.78743 -4.34271 0.08540 -0.01 0.00 -0.06
H -2.61662 -1.54845 0.92455 -0.07 -0.03 0.12
H -1.94632 -2.70359 2.08323 -0.02 0.11 0.03
H 0.10502 -2.87935 0.82761 0.05 -0.02 -0.18
H -0.57213 -1.99916 -0.53841 0.00 0.01 0.00
H 0.63213 -0.97630 1.98110 -0.09 0.00 0.07
H -0.87301 -0.18373 1.57972 0.04 0.06 0.01
H 0.08251 0.93885 -0.22251 -0.04 -0.06 -0.04
H 1.00733 -0.46142 -0.71680 0.03 0.11 -0.06
H 2.78297 0.01313 0.74808 0.00 0.01 0.09
H 1.79197 0.97637 1.81956 -0.06 0.03 -0.10
H 2.66273 2.82134 0.83180 0.00 0.05 -0.06
H 1.70915 2.44129 -0.59521 0.02 0.06 0.01
H 4.53910 1.48798 0.02675 0.11 0.02 -0.12
H 4.26352 5.24854 -2.61895 -0.06 -0.01 0.00
H 5.08618 5.87315 -1.17960 -0.07 -0.01 0.04
H 2.29577 5.80776 -0.61118 0.00 0.05 0.04
H 3.27899 7.24795 -0.73696 0.09 -0.01 -0.05
H 1.60486 5.92281 -2.91104 0.16 -0.09 -0.02
H 1.41793 7.50279 -2.19749 -0.10 -0.11 -0.02
H 3.96047 6.94531 -3.77969 0.00 -0.01 0.00
H 2.47001 7.37115 -4.58845 -0.02 0.05 0.02
H 3.17601 8.48258 -3.42402 0.08 -0.02 0.05
H 6.05909 3.03286 -4.08404 -0.32 0.02 -0.06
H 6.59451 4.79161 -2.56605 -0.13 0.06 0.04
O 1.56056 1.94097 3.92481 -0.02 0.06 0.08
N 2.37265 1.19980 4.44280 0.02 0.00 -0.02
O 2.36394 -0.00916 4.33906 0.00 -0.03 0.01
C 3.44902 1.81350 5.24310 -0.01 -0.01 0.00
C 3.46403 3.18814 5.39191 0.02 0.04 0.01
C 4.47600 3.75580 6.14965 0.00 -0.01 0.00
C 5.44341 2.95087 6.73660 -0.01 -0.01 -0.01
C 5.40720 1.57298 6.56857 -0.01 0.01 0.00
C 4.40090 0.98974 5.81514 0.04 -0.01 0.02
H 2.69966 3.79003 4.92397 -0.01 -0.02 0.00
H 4.50717 4.82870 6.28187 0.00 0.00 0.00
H 6.22976 3.39994 7.32883 0.00 0.00 0.00
H 6.16308 0.94878 7.02521 0.00 0.00 0.00
H 4.34823 -0.07856 5.66885 -0.03 0.00 -0.01
```
Positions in Å, forces in eV/Å.

As for the frontier orbital gap: 0.3124 Eh. Its SMILES is CCCCCCCCCCCCCCC[C@H]1OS(=O)(=O)O[C@]1(OCCCC)P(O)O.O=[N+]([O-])c1ccccc1. For the strongest force on any atom, the calculation gives 0.0088 hartree/bohr. The value obtained for the LUMO energy is -0.63 eV. As for the total energy: -68816.411 eV.

Löwdin population analysis, charges in e, atoms 1 to 2: number 1, C, carries -0.120; number 2, C, carries -0.241


[2]
Computed, not measured: 2 unconnected molecules or ions with the total composition C3H5N3 in a non-equilibrium geometry, with wB97M-V/def2-TZVPD.

```
11
Properties=species:S:1:pos:R:3:forces:R:3
N -2.85288 -0.27684 -0.55549 -3.05 -0.15 -1.41
C -2.03796 -0.03796 0.28573 2.09 1.59 0.63
N -0.98436 0.28293 0.79334 0.15 -0.31 1.00
H -3.56231 0.43042 -0.85096 1.06 -0.99 0.47
H -0.63135 0.43490 1.73504 -0.77 -0.32 -0.44
C 1.85581 -0.61691 -0.21236 -4.17 -1.02 0.90
C 1.41097 0.76296 -0.30071 1.49 0.38 1.09
N 1.23499 1.89337 -0.27390 -0.27 0.50 -0.32
H 2.27398 -0.78899 -1.15859 0.53 -1.05 -1.27
H 2.53367 -0.91896 0.58714 -0.17 0.61 0.01
H 0.75945 -1.16491 -0.04925 3.12 0.76 -0.64
```
Positions in Å, forces in eV/Å.

As for the frontier orbital gap: 0.3922 Eh. Its SMILES is N=C=N.CC#N. For the strongest force on any atom, the calculation gives 0.0853 hartree/bohr. The value obtained for the LUMO energy is 0.73 eV. As for the total energy: -7660.388 eV.

Löwdin population analysis, charges in e, atoms 1 to 2: number 1, N, carries 0.125; number 2, C, carries -0.400


[3]
Computed, not measured: a molecular structure, C16H26N10O6P2Pd, with wB97M-V/def2-TZVPD.

```
61
Properties=species:S:1:pos:R:3:forces:R:3
Pd 0.35999 -0.00902 -0.96448 0.25 -0.14 0.12
N 1.62452 3.07914 2.10909 -0.12 -0.10 0.28
C 2.14623 1.66023 2.01698 -0.04 -0.03 -0.05
C 3.33384 1.51900 2.96363 -0.01 0.04 0.02
P 2.71135 1.46650 0.26342 0.07 -0.31 0.11
O 3.66979 2.80388 0.18644 -0.09 0.31 -0.13
O 1.54542 1.80667 -0.63249 -0.22 0.20 -0.11
O 3.55679 0.25875 0.15714 -0.02 0.08 -0.06
P 0.69680 0.71687 2.75979 0.06 0.04 0.20
O -0.49571 1.04277 1.72865 0.00 0.11 -0.07
O 0.41804 1.56104 3.98042 0.04 -0.02 -0.18
O 1.01288 -0.73115 2.84641 -0.01 -0.02 0.01
H 2.37695 3.76386 2.05444 -0.07 0.02 0.02
H 1.08439 3.08720 3.00270 0.13 0.08 -0.12
H 0.99435 3.26632 1.32469 -0.03 0.02 -0.05
H 4.15486 2.17458 2.66030 0.00 0.00 0.00
H 3.68199 0.49007 2.91264 0.00 -0.02 0.00
H 3.03637 1.74042 3.99171 -0.01 -0.01 -0.02
H 3.18296 3.50596 -0.27986 0.08 -0.20 0.09
H -0.28410 0.66771 0.81587 0.02 -0.16 0.06
C -2.98185 2.28165 -0.24670 0.01 0.11 -0.01
N -3.55572 1.08015 -0.82318 -0.06 0.03 0.05
C -4.61707 0.99885 -1.68501 0.03 -0.01 -0.01
C -4.76979 -0.33140 -1.95658 0.04 0.00 -0.06
N -3.82235 -1.06773 -1.28949 -0.13 -0.05 0.09
C -3.12411 -0.18044 -0.61538 0.05 0.07 -0.13
H -3.70663 2.76554 0.40973 -0.01 -0.01 0.03
H -2.67345 2.96122 -1.03991 -0.08 -0.09 0.10
H -2.10141 2.00574 0.33181 -0.07 0.02 -0.02
H -5.13070 1.87666 -2.03770 0.00 0.00 0.00
H -5.49233 -0.79631 -2.60836 -0.01 0.00 0.00
H -2.26703 -0.37156 0.00831 0.07 0.00 0.05
N -1.05167 2.57257 -2.72571 0.05 0.13 -0.24
C -0.65430 3.61666 -2.42740 0.05 -0.04 0.14
C -0.21775 4.89672 -2.01279 -0.01 0.06 -0.12
C -0.68275 6.04910 -2.68086 0.01 0.02 -0.03
N -1.06189 6.99713 -3.22784 0.00 -0.02 0.02
C 0.64946 5.04908 -0.92243 -0.08 -0.13 0.08
N 1.34150 5.18268 -0.00063 0.13 -0.02 -0.02
C 1.45927 -2.45247 0.10411 0.02 -0.01 0.00
N 0.19069 -2.14659 -0.62005 0.03 0.03 -0.08
C -0.93056 -2.64907 0.19725 -0.02 0.05 0.13
N -0.82033 -4.09143 0.44781 0.02 -0.01 -0.03
C 0.45753 -4.34313 1.12354 -0.03 0.00 0.03
N 1.59929 -3.89973 0.32851 0.02 0.00 -0.03
C 1.56166 -4.58118 -0.95863 -0.02 0.00 0.01
N 0.31581 -4.33430 -1.69465 0.02 0.00 -0.01
C 0.19256 -2.88375 -1.89445 -0.06 -0.02 0.00
C -0.79781 -4.76963 -0.84636 -0.02 0.00 0.01
H 1.45222 -1.92931 1.06042 -0.05 0.01 -0.03
H 2.29620 -2.07701 -0.48367 0.00 -0.01 -0.01
H -1.86735 -2.45342 -0.32618 0.01 -0.03 -0.02
H -0.91622 -2.11708 1.15031 0.02 0.02 -0.01
H 0.54634 -5.41821 1.31290 0.00 0.00 0.00
H 0.46644 -3.80739 2.07422 -0.01 0.01 -0.01
H 1.66225 -5.65985 -0.79774 0.00 0.00 0.00
H 2.40104 -4.23413 -1.56545 0.00 0.00 0.00
H -0.73970 -2.66848 -2.41924 0.00 0.00 0.00
H 1.03058 -2.52707 -2.49361 0.01 -0.01 -0.01
H -0.71075 -5.84814 -0.68028 0.00 0.00 0.00
H -1.73704 -4.56574 -1.36612 0.00 0.00 0.00
```
Positions in Å, forces in eV/Å.

As for the frontier orbital gap: 0.2198 Eh. For the strongest force on any atom, the calculation gives 0.0068 hartree/bohr. The value obtained for the LUMO energy is 4.65 eV. As for the net charge: -2. As for the total energy: -66264.245 eV.

Löwdin population analysis, charges in e, atoms 1 to 2: number 1, Pd, carries 0.358; number 2, N, carries 0.134